# 1
The following is a quantum chemistry calculation of 4 unconnected molecules or ions with the total composition C25H24BIN2O10P at a distorted geometry, from the Open Molecules 2025 dataset.

Structure (XYZ):
```
64
Properties=species:S:1:pos:R:3:forces:R:3:nbo_charge:R:1
C 1.24203 1.30929 1.59878 -0.60 -0.38 0.09 -0.619
C 0.51750 0.99886 3.00854 0.29 0.70 -0.14 -0.501
C 0.23072 -0.54475 3.25450 0.99 -2.13 -1.06 0.246
C 0.91799 -1.79657 2.64407 -4.02 3.43 2.88 0.155
C 2.13614 -1.86784 1.62034 -0.41 -0.12 1.20 -0.568
C 3.48450 -1.29371 2.33812 2.75 0.11 -3.82 0.441
O 4.47124 -1.13429 1.59346 -3.90 -0.55 3.40 -0.507
I 3.61621 -0.86181 4.47661 -0.17 -0.29 -0.99 0.139
N 0.13192 -2.83683 3.27943 -0.66 0.91 1.61 -0.598
B 0.45248 -4.27039 2.91681 0.10 -3.44 -1.16 1.276
O -0.34426 -4.86836 1.85511 2.37 2.34 1.18 -0.882
O 1.49359 -5.03332 3.51054 -1.70 1.90 -1.73 -0.867
C -0.88971 -2.41458 4.20957 3.23 2.47 -2.76 0.248
N -0.81047 -0.97749 4.17274 2.10 -2.12 -1.04 -0.644
P -1.80544 0.22581 5.05383 -3.91 1.00 -1.62 1.581
O -2.98267 0.68363 4.19087 3.00 -1.08 1.88 -1.001
H 0.85750 0.53188 0.85316 0.83 1.14 0.84 0.208
H 2.36962 1.27171 1.76104 -1.51 -0.05 -0.59 0.226
H 0.94069 2.33115 1.15985 0.54 -1.54 0.99 0.271
H -0.42764 1.65313 3.02977 1.04 -1.44 0.09 0.262
H 1.20765 1.43102 3.82523 -1.10 -0.96 -0.97 0.253
H 1.93131 -1.27370 0.65453 0.37 -0.75 1.74 0.311
H 2.40580 -2.92816 1.28012 -0.49 1.35 0.74 0.281
H -0.29504 -4.21136 1.11411 -0.78 -0.86 0.59 0.500
H 1.81936 -5.68849 2.84738 -0.58 0.31 0.86 0.526
H -1.59011 -3.05594 4.83254 1.18 0.96 -1.13 0.291
H -0.96388 1.29933 5.48128 0.18 -0.93 -0.28 -0.008
H -2.25097 -0.44649 6.25588 0.81 0.07 -0.81 -0.021
C 0.06770 0.62156 -3.40085 0.32 0.02 0.02 -0.214
C 0.76832 1.57795 -2.79100 0.15 -0.30 -0.18 -0.248
C 0.10316 2.64376 -2.01860 0.01 0.40 0.15 0.484
O 0.74705 3.51701 -1.46206 -0.11 -0.30 0.00 -0.512
C -1.37321 2.61100 -1.94393 -0.18 -0.10 -0.02 -0.255
C -2.07715 1.65689 -2.55438 0.15 -0.15 0.14 -0.210
C -1.40906 0.58905 -3.32898 -0.17 -0.18 -0.17 0.464
O -2.04925 -0.28436 -3.88400 0.17 0.17 0.17 -0.487
H 0.54193 -0.16823 -3.97040 0.00 0.00 0.00 0.237
H 1.85003 1.61753 -2.83141 0.00 -0.01 -0.01 0.237
H -1.84568 3.39933 -1.37118 -0.03 0.01 -0.05 0.239
H -3.15794 1.61970 -2.51058 0.44 -0.12 -0.10 0.257
C 6.75280 -1.64020 -3.82753 -0.30 -0.03 -0.17 -0.209
C 5.42319 -1.53759 -3.81494 0.20 -0.07 -0.17 -0.246
C 4.70081 -1.11431 -2.59765 -0.02 0.02 0.01 0.496
O 3.48835 -1.02145 -2.57585 -0.16 -0.01 0.02 -0.532
C 5.50308 -0.80720 -1.39700 0.30 0.07 0.10 -0.254
C 6.83238 -0.90982 -1.40769 -0.28 0.07 0.20 -0.203
C 7.55841 -1.33353 -2.62489 0.54 -0.04 -0.02 0.463
O 8.76999 -1.42548 -2.63702 -0.37 0.02 0.01 -0.464
H 7.30002 -1.94947 -4.70919 0.03 0.01 0.03 0.241
H 4.81778 -1.75785 -4.68552 -0.02 0.01 0.03 0.236
H 4.95502 -0.49827 -0.51727 0.03 -0.01 -0.08 0.235
H 7.43625 -0.68959 -0.53605 0.03 0.00 -0.04 0.236
C -7.81236 1.92094 -2.65354 0.25 -0.01 -0.24 -0.214
C -6.54060 2.17830 -2.96117 -0.21 -0.08 -0.10 -0.231
C -5.59756 2.69832 -1.94923 0.12 0.12 -0.06 0.490
O -4.43442 2.93569 -2.23068 -0.83 0.36 0.21 -0.534
C -6.11672 2.92081 -0.58333 -0.16 -0.01 0.19 -0.232
C -7.38820 2.66371 -0.27509 0.32 0.11 0.14 -0.214
C -8.33235 2.14331 -1.28723 -0.52 -0.10 0.08 0.465
O -9.49073 1.90678 -1.00669 0.34 0.06 -0.06 -0.465
H -8.51714 1.54041 -3.38213 -0.02 0.01 0.04 0.240
H -6.14349 2.02043 -3.95635 0.03 0.02 0.02 0.237
H -5.41156 3.30142 0.14508 0.01 0.01 -0.03 0.230
H -7.78488 2.82172 0.72011 -0.04 -0.01 -0.03 0.237
```
Positions in Å, forces in eV/Å.

Properties
Net charge: +1
Gap between HOMO and LUMO in eV: 7.62
HOMO in eV: -11.7790



# 2
The following is a quantum chemistry calculation of a molecular structure, C25H24Br48O3S at a distorted geometry, from the Open Molecules 2025 dataset.

Structure (XYZ):
```
101
Properties=species:S:1:pos:R:3:forces:R:3:lowdin_charge:R:1
O 4.42766 4.95710 6.84018 3.10 -1.34 -3.41 -0.042
C 5.11017 5.19803 5.80127 -4.98 8.53 1.26 -0.772
O 5.07195 6.43143 5.17474 1.62 -6.94 1.73 -0.161
S 6.15398 3.79434 5.12997 0.99 -0.88 -0.42 1.087
C 5.17397 2.70033 3.98554 -0.46 -0.79 -1.32 -0.299
C 3.72013 2.30570 4.52639 -1.95 -3.06 1.42 -0.314
O 3.53391 1.08499 4.86342 1.21 4.85 -1.40 0.014
C 2.47368 3.27217 4.64960 -2.86 1.96 0.57 -0.096
C 1.39135 2.88035 5.73781 -0.99 2.35 -1.61 0.017
C 0.09482 3.71024 5.94067 2.59 1.10 -2.65 -0.058
C -0.18801 4.98658 5.04039 4.46 -1.88 0.39 -0.262
C 0.89771 5.41829 3.95884 0.13 -3.38 2.68 -0.174
C 2.19651 4.53357 3.78767 -1.89 -0.62 2.17 -0.067
H 7.15773 4.35634 4.31956 -1.43 -0.36 0.40 0.035
H 5.08213 3.13780 2.92919 0.13 -0.29 1.66 0.117
H 5.77661 1.71527 3.89474 -1.02 1.66 0.36 0.052
H 1.54621 1.94057 6.39128 -0.13 1.82 -1.29 0.112
H -0.67914 3.41787 6.74416 1.52 0.44 -1.52 0.101
H -1.16646 5.55928 5.20683 2.34 -0.63 0.08 0.032
H 0.71609 6.35729 3.28803 0.83 -2.89 2.00 -0.131
H 2.95366 4.83883 2.98148 -1.27 -0.42 1.44 0.090
C -3.88719 4.44748 2.76419 -0.18 -0.25 -0.05 -1.547
Br -2.06754 4.38633 3.44466 -1.69 -0.40 -1.25 0.756
Br -4.14973 5.93026 1.53866 0.06 -0.24 0.15 0.558
Br -4.42023 2.75606 1.97457 0.09 0.31 0.04 0.542
H -4.54173 4.62069 3.61806 0.14 -0.02 -0.27 -0.033
C 8.68721 -0.66699 3.51189 -0.03 -0.20 0.19 -1.589
Br 9.03142 1.19053 3.06265 -0.09 -0.28 0.02 0.554
Br 6.79952 -1.10421 3.39507 0.48 0.18 -0.05 0.565
Br 9.77270 -1.87443 2.45142 -0.25 0.32 0.18 0.567
H 8.98258 -0.80295 4.55169 -0.06 0.07 -0.31 -0.024
C 5.42273 -2.99280 -0.16558 -0.06 -0.02 -0.02 -1.584
Br 6.85610 -4.09617 0.53576 -0.28 0.24 -0.13 0.561
Br 4.23038 -2.38592 1.23645 0.27 0.01 -0.21 0.503
Br 6.09869 -1.51145 -1.21998 0.12 -0.29 0.35 0.544
H 4.83654 -3.62085 -0.83624 0.14 0.18 0.18 -0.050
C 0.40538 -4.46518 0.87698 -0.06 0.05 0.16 -1.547
Br -1.34571 -4.63294 0.05707 0.51 -0.18 0.03 0.548
Br 1.81731 -4.39877 -0.45377 -0.45 -0.17 0.04 0.574
Br 0.49072 -2.96127 2.10308 0.01 -0.29 -0.25 0.570
H 0.56743 -5.36728 1.46701 -0.01 0.26 -0.12 -0.076
C -3.99344 -5.67517 2.58964 0.10 -0.04 0.00 -1.604
Br -3.73919 -5.32752 4.48109 -0.09 -0.07 -0.39 0.573
Br -4.30685 -7.55898 2.24146 -0.18 0.46 0.25 0.532
Br -5.38817 -4.55799 1.83231 0.26 -0.20 0.17 0.542
H -3.06358 -5.40704 2.08864 -0.27 -0.08 0.12 -0.100
C 3.77583 0.76373 -3.36920 0.10 -0.08 -0.09 -1.594
Br 4.19939 1.83309 -1.80574 -0.13 -0.15 -0.27 0.538
Br 2.91486 -0.90742 -2.88864 -0.11 0.40 -0.12 0.535
Br 2.73628 1.75953 -4.67007 0.10 -0.19 0.33 0.539
H 4.72142 0.51041 -3.84743 -0.26 0.07 0.17 -0.027
C 0.05714 -8.27215 0.31666 -0.18 0.13 -0.18 -1.580
Br 0.38778 -8.18145 2.22669 -0.07 -0.02 -0.34 0.603
Br 1.05046 -9.71474 -0.51966 -0.15 0.22 0.20 0.615
Br -1.83716 -8.37320 -0.08215 0.62 -0.20 0.09 0.517
H 0.42432 -7.34057 -0.11500 -0.08 -0.24 0.07 -0.060
C 1.23043 8.69730 0.63927 0.02 0.04 -0.22 -1.570
Br 3.14843 8.68636 0.92744 -0.43 -0.01 0.02 0.580
Br 0.27734 7.86392 2.11047 -0.19 1.50 -1.21 0.695
Br 0.56539 10.48142 0.26736 0.14 -0.35 0.11 0.572
H 1.03734 8.09377 -0.24723 0.01 0.14 0.27 -0.031
C 0.49417 3.88342 -0.88477 0.20 -0.07 -0.05 -1.567
Br 0.70197 4.25254 1.00853 -0.01 -0.23 -0.57 0.642
Br 0.22267 1.99505 -1.23061 0.00 0.40 0.10 0.526
Br -0.90781 4.97271 -1.66811 0.18 -0.19 0.12 0.557
H 1.42728 4.16446 -1.37263 -0.27 -0.08 0.11 -0.031
C -3.52472 -0.97287 -0.98972 0.05 -0.13 -0.06 -1.574
Br -5.21216 -0.28138 -0.32575 0.31 -0.09 -0.09 0.548
Br -2.80958 0.12201 -2.42148 -0.18 -0.18 0.27 0.541
Br -2.23364 -1.22647 0.43736 -0.34 0.35 -0.27 0.521
H -3.72782 -1.95712 -1.41187 0.03 0.25 0.12 -0.039
C -1.74830 1.85395 -6.56682 0.01 0.04 -0.09 -1.610
Br -0.57621 0.37693 -7.02292 -0.23 0.29 0.14 0.550
Br -3.57777 1.26765 -6.29561 0.38 0.09 0.00 0.562
Br -1.08152 2.85985 -5.04818 -0.18 -0.23 -0.16 0.506
H -1.75392 2.53104 -7.41973 0.01 -0.22 0.26 -0.121
C 0.35724 -9.33806 -4.37536 0.03 -0.06 0.08 -1.596
Br 0.64194 -7.45975 -4.78703 0.27 -0.53 -0.05 0.537
Br -1.50452 -9.85458 -4.55482 0.45 -0.16 -0.11 0.537
Br 1.52127 -10.48492 -5.42081 -0.25 0.26 0.18 0.572
H 0.62745 -9.47900 -3.32927 -0.10 0.07 -0.29 -0.100
C -3.93461 -6.05886 -3.24937 0.16 0.09 0.07 -1.595
Br -4.44101 -5.55404 -1.44390 0.03 -0.01 -0.26 0.501
Br -4.30735 -4.64465 -4.52432 0.11 -0.23 0.30 0.573
Br -2.08835 -6.64684 -3.34503 -0.75 0.65 0.01 0.479
H -4.55690 -6.91370 -3.52814 0.49 0.80 0.28 -0.202
C 0.30023 5.06727 -8.78563 0.02 0.14 0.14 -1.594
Br 1.60750 4.05941 -7.76598 -0.24 0.15 -0.27 0.547
Br 1.14427 6.23885 -10.08077 -0.18 -0.30 0.24 0.572
Br -1.01926 3.90979 -9.61372 0.28 0.21 0.05 0.610
H -0.23245 5.70373 -8.07988 0.14 -0.20 -0.20 -0.022
C -8.20927 5.03183 1.30601 0.14 -0.01 -0.10 -1.618
Br -7.99589 5.40380 3.19834 -0.05 -0.09 -0.35 0.548
Br -8.48867 3.14177 0.97049 0.00 0.38 0.10 0.546
Br -9.60408 6.11990 0.50947 0.25 -0.24 0.20 0.561
H -7.27339 5.30685 0.81996 -0.23 -0.08 0.17 -0.055
C -7.56402 -8.05757 -4.02910 -0.28 0.05 0.00 -1.564
Br -8.06415 -7.55363 -2.22414 0.19 -0.08 -0.38 0.579
Br -7.93586 -6.64314 -5.30305 0.14 -0.29 0.30 0.577
Br -5.71709 -8.64755 -4.12621 -0.69 -0.63 -0.23 0.669
H -8.18494 -8.90849 -4.30669 0.23 0.22 0.07 -0.025
```
Positions in Å, forces in eV/Å.

Properties
Gap between HOMO and LUMO in eV: 7.74
HOMO in eV: -8.8519



# 3
The following is a quantum chemistry calculation of 2 unconnected molecules or ions with the total composition C25H24BrINO4P2S at a distorted geometry, from the Open Molecules 2025 dataset.

Structure (XYZ):
```
59
Properties=species:S:1:pos:R:3:forces:R:3:nbo_charge:R:1
C -1.64824 -0.58103 5.13202 0.00 -0.02 0.04 -0.399
C -1.44923 -1.46165 4.15343 -0.22 0.06 -0.06 -0.212
C -1.00036 -1.07612 2.77218 -1.42 -0.24 0.77 0.022
C 0.35043 -0.85444 2.63041 0.54 0.01 -0.08 -0.264
C 0.89932 -0.45112 1.41456 -0.28 -0.15 1.09 0.137
C 0.02886 -0.28892 0.35852 1.08 0.34 -0.68 -0.181
C -1.32978 -0.51759 0.49006 -0.41 -0.22 -0.96 -0.061
C -2.17821 -0.27948 -0.77794 -1.01 0.38 -0.73 0.744
O -2.67708 -1.24155 -1.40022 0.55 -0.13 0.86 -0.739
O -2.31364 0.93505 -1.05832 0.48 -0.15 0.33 -0.760
C -1.89046 -0.91332 1.69922 0.25 0.05 -0.19 -0.096
C -3.39120 -1.09356 1.75115 0.13 -0.88 -0.09 -0.287
I -4.25864 0.77355 2.48904 0.01 -0.10 -0.19 0.032
C -3.88918 -2.38127 2.48648 -0.24 0.62 1.22 -0.424
C -4.65079 -2.13383 3.82066 -0.16 -0.92 -0.29 -0.619
S 0.65733 0.27813 -1.22920 -0.01 0.15 0.16 0.352
C 2.37076 -0.18266 -1.09409 -1.51 0.06 0.37 -0.212
C 3.09379 -0.33016 -2.26684 -0.06 -0.04 0.22 -0.189
C 4.44007 -0.66569 -2.22762 -0.35 0.98 -0.84 -0.394
P 5.41683 -0.81066 -3.79629 0.99 -1.03 0.30 1.006
O 6.56951 0.38000 -3.64235 -0.85 -0.07 -0.30 -0.994
Br 4.07820 -0.12522 -5.47478 0.17 0.36 0.58 -0.242
C 5.04102 -0.87195 -0.97751 0.60 -0.08 -0.02 -0.362
P 6.82713 -1.30287 -0.99672 0.94 -0.08 -1.13 1.054
C 6.86069 -3.07977 -0.47574 -0.15 0.40 0.39 -0.972
O 7.64896 -0.45855 0.18905 -1.20 -0.79 0.20 -0.951
C 4.29202 -0.72352 0.17659 0.52 -0.28 0.06 -0.242
C 2.94570 -0.37355 0.15357 1.20 -0.16 0.50 0.237
N 2.30421 -0.21030 1.39677 -0.70 -0.36 -1.17 -0.585
H -1.86365 0.46732 4.91171 0.78 -0.12 0.16 0.211
H -1.64278 -0.91379 6.17282 -0.69 0.09 -0.27 0.190
H -1.66068 -2.51526 4.36781 0.78 0.11 0.00 0.199
H 1.01168 -0.99404 3.48833 -0.21 0.07 -0.14 0.200
H -3.74969 -1.16724 0.71869 0.13 0.34 0.29 0.272
H -3.01935 -3.01056 2.71825 -0.19 0.08 -0.35 0.205
H -4.58370 -2.95081 1.85814 0.39 0.18 -0.19 0.216
H -5.64717 -1.73808 3.58896 0.34 0.26 0.28 0.211
H -4.09170 -1.50984 4.51841 -0.28 0.14 -0.24 0.222
H -4.83198 -3.09506 4.33730 0.15 0.19 -0.27 0.194
H 2.56314 -0.15285 -3.20069 0.23 -0.09 0.13 0.240
H 7.34869 -0.10742 -3.32872 -0.02 0.17 0.00 0.506
H 6.12276 -3.27187 0.31678 0.24 -0.25 -0.20 0.221
H 6.64831 -3.67849 -1.37245 -0.20 0.19 0.28 0.250
H 7.87303 -3.35424 -0.14830 -0.26 0.19 0.01 0.237
H 7.24300 -0.64685 1.04942 0.28 0.28 0.08 0.470
H 4.81682 -0.88884 1.12271 -0.38 0.10 -0.01 0.185
H 2.75005 -0.80692 2.08274 0.01 0.30 0.09 0.376
C -4.92868 4.87293 -4.06788 -0.03 0.00 -0.02 -0.236
C -4.97619 3.48688 -3.97315 0.06 0.05 0.03 -0.228
C -4.08140 2.81282 -3.15087 -0.13 -0.07 -0.10 -0.211
C -3.14444 3.52381 -2.41535 0.20 0.19 0.11 -0.144
C -3.09895 4.90995 -2.50711 -0.11 -0.03 -0.11 -0.243
C -3.98786 5.58491 -3.33613 0.02 0.02 0.03 -0.232
H -5.62508 5.39768 -4.71210 0.01 0.00 0.01 0.196
H -5.71218 2.93087 -4.54232 0.01 0.01 0.00 0.200
H -4.11007 1.73265 -3.07817 0.09 0.02 0.11 0.239
H -2.45399 2.99312 -1.77308 -0.10 -0.11 -0.03 0.255
H -2.36816 5.46549 -1.93121 0.00 -0.01 -0.01 0.202
H -3.94781 6.66578 -3.41068 -0.01 -0.01 0.00 0.197
```
Positions in Å, forces in eV/Å.

Properties
Net charge: -1
Gap between HOMO and LUMO in eV: 7.12
HOMO in eV: -5.1431



> The highest HOMO belongs to which entry?

C25H24BrINO4P2S